Record 1
Entry from OMol25: a molecular structure, C33H40GeMoN7O9PS (wB97M-V/def2-TZVPD).

XYZ file:
```
93
Properties=species:S:1:pos:R:3:lowdin_spin:R:1
C 12.51 12.60 14.47 0.012
H 6.82 10.92 10.35 0.001
S 8.23 16.55 11.02 0.000
N 13.43 12.33 15.49 0.003
C 5.67 13.42 12.33 0.002
C 9.91 14.78 10.29 0.001
C 7.20 11.05 12.46 0.004
C 10.08 7.53 11.25 0.000
H 15.07 11.43 14.41 0.000
H 10.21 13.91 7.59 0.000
C 5.86 12.64 11.18 0.002
C 7.86 8.41 13.96 -0.002
H 13.46 11.73 13.00 0.002
O 10.34 11.34 8.49 0.252
H 5.14 14.36 12.29 0.000
O 13.88 13.61 10.58 0.003
C 9.52 14.72 7.75 0.000
C 8.94 8.35 11.13 0.000
H 12.64 13.74 8.08 0.000
C 8.35 8.45 9.85 0.005
N 11.36 13.31 14.90 0.011
H 14.98 9.17 11.23 0.000
H 11.50 6.24 10.33 0.000
H 14.91 13.85 15.81 0.000
C 10.23 10.43 13.07 -0.138
C 6.67 6.63 15.80 0.000
N 9.64 14.91 14.78 0.004
C 8.77 15.28 6.71 0.000
H 12.48 12.28 7.01 0.000
H 14.85 10.86 16.11 0.000
C 13.11 12.79 7.75 0.000
P 13.19 12.14 10.42 0.006
H 6.82 17.44 8.51 0.000
H 7.45 9.03 9.70 0.000
C 7.80 16.25 6.97 0.000
H 11.52 13.78 15.77 0.001
H 6.36 7.65 12.59 0.000
H 10.56 7.43 12.22 0.000
C 7.58 16.70 8.27 0.000
H 10.43 6.43 8.08 0.000
H 14.10 13.00 7.31 0.000
H 9.21 8.88 15.58 0.000
H 13.97 9.45 9.76 0.000
C 8.91 7.81 8.75 0.002
H 13.23 14.23 16.36 0.000
C 10.62 6.85 10.17 0.000
O 6.90 16.22 11.54 0.000
O 14.18 11.06 11.15 0.002
H 6.21 5.95 16.52 0.000
C 6.93 11.79 13.60 0.000
C 6.19 12.97 13.55 0.002
H 13.16 9.21 11.36 0.000
O 13.34 11.86 8.86 -0.002
O 9.33 11.55 10.65 0.337
C 13.68 14.60 11.64 0.000
H 8.95 15.44 14.27 0.000
C 10.32 13.89 14.15 0.012
Mo 10.82 11.86 11.91 0.998
H 8.48 7.97 7.77 0.000
O 11.21 10.35 10.09 0.142
H 14.17 15.51 11.26 0.000
H 8.19 7.34 17.16 0.000
N 9.30 15.36 11.40 0.002
H 10.09 15.38 15.57 0.000
H 5.32 6.18 14.17 0.000
C 8.34 16.18 9.30 0.000
H 7.22 16.67 6.16 0.000
H 8.91 14.90 5.71 0.000
C 6.62 11.48 11.26 0.004
C 14.00 13.45 16.30 0.001
C 7.77 7.41 16.16 0.000
C 14.31 11.19 15.20 0.001
C 10.03 6.99 8.92 0.000
H 13.68 10.36 14.86 0.000
C 8.35 8.29 15.26 0.000
C 9.31 15.22 9.05 0.000
C 6.17 6.74 14.50 0.000
H 5.39 12.92 10.25 0.000
H 6.00 13.53 14.46 0.000
H 9.41 14.19 12.45 0.001
C 6.77 7.62 13.60 0.000
O 8.79 17.86 11.27 0.000
H 10.77 9.95 13.92 -0.006
Ge 8.54 9.61 12.60 -0.012
N 10.61 11.33 9.69 0.305
C 14.05 9.62 10.85 0.000
H 14.24 13.07 17.30 0.000
N 12.56 12.12 13.26 0.018
H 12.60 14.76 11.83 0.000
N 9.96 13.46 12.98 0.013
H 14.19 14.25 12.56 0.000
O 10.88 13.99 10.35 0.011
H 7.33 11.49 14.57 0.000
```

Its charge is 0. The calculation puts the orbital gap (spin up / spin down) at 6.42 / 7.70 eV. Its spin multiplicity is 3. The expectation value of S² is 2.06.

Record 2
Entry from OMol25: a molecular structure, C33H40IInPS (wB97M-V/def2-TZVPD).

XYZ file:
```
77
Properties=species:S:1:pos:R:3:lowdin_charge:R:1
C 1.35 -6.36 -4.18 -0.099
C -6.53 1.99 2.72 -0.107
S -3.55 0.55 -3.48 -0.166
H 0.23 2.70 -2.59 -0.111
P -1.73 -0.21 -3.30 0.023
H -3.66 -0.16 5.94 0.100
H 2.18 -5.78 -7.91 0.098
H -0.75 2.67 -5.29 -0.114
H -1.51 -0.64 -1.95 -0.109
H 3.31 -0.04 2.02 0.078
H 2.47 -0.36 -2.81 0.054
H -1.22 0.14 5.72 0.101
In -0.08 1.63 -3.98 0.187
C -5.41 1.79 1.92 -0.092
H 0.51 5.20 4.06 0.093
H 2.14 -8.33 -4.47 0.094
C 2.62 4.85 3.85 -0.101
C 1.92 -7.38 -4.93 -0.109
C 1.27 4.58 3.61 -0.103
C -6.83 1.18 0.08 -0.086
H 2.90 5.68 4.48 0.097
C 1.07 -5.13 -4.77 -0.095
H -1.79 4.35 5.19 0.093
I 1.66 -1.14 -5.68 0.655
C -7.95 1.38 0.87 -0.104
H -0.13 3.30 2.61 0.104
H 2.44 1.49 -5.29 -0.004
C 0.91 3.51 2.80 -0.095
C -5.56 1.39 0.60 -0.080
C -1.88 1.00 5.66 -0.091
H 5.05 -3.94 1.70 0.096
H 2.51 1.44 -2.69 0.050
H 2.36 -2.55 -1.32 0.100
C 3.72 -3.38 0.12 -0.095
H -0.28 2.40 5.35 0.094
C 4.26 -1.97 1.99 -0.101
H -8.94 1.23 0.46 0.095
C -2.20 3.36 5.36 -0.096
C 3.23 2.98 2.46 -0.097
H 4.64 4.25 3.47 0.097
C 3.60 4.04 3.28 -0.100
H 2.10 -0.41 -0.11 0.100
C -3.57 3.19 5.47 -0.098
H 4.79 -1.80 2.92 0.097
H 4.59 0.34 -4.55 0.055
H 0.62 -4.34 -4.19 0.093
H -5.17 1.79 5.77 0.092
C -7.80 1.79 2.19 -0.110
H 1.16 -3.96 -6.57 0.036
H 4.79 -0.17 -2.87 0.057
H -1.56 -1.41 -4.06 -0.119
C 2.76 0.57 -3.31 -0.438
H 4.00 2.36 2.01 0.095
C -3.25 0.83 5.78 -0.093
C 1.89 2.71 2.22 -0.084
C 2.75 -1.18 0.29 -0.085
H -4.68 1.23 -0.02 0.098
H -4.42 1.95 2.33 0.097
C 2.22 -7.17 -6.28 -0.108
H 4.69 1.55 -3.22 0.061
H -8.67 1.95 2.81 0.093
C 3.43 -0.98 1.48 -0.092
C 4.30 0.57 -3.53 -0.129
H 3.83 -4.31 -0.41 0.099
C -4.10 1.92 5.68 -0.109
H 1.61 1.89 1.58 0.097
C 1.94 0.78 -4.63 -0.832
H -6.40 2.31 3.74 0.078
C 2.89 -2.38 -0.40 -0.088
C -1.35 2.27 5.45 -0.097
H 1.11 -6.52 -3.14 0.097
H -4.24 4.05 5.39 0.101
H -6.94 0.86 -0.95 0.103
H 2.66 -7.96 -6.86 0.094
C 4.40 -3.17 1.30 -0.105
C 1.37 -4.92 -6.11 -0.115
C 1.94 -5.94 -6.87 -0.096
```

Its charge is -1. The calculation puts the orbital gap at 6.68 eV.

Record 3
Entry from OMol25: a molecular structure, C33H40IrN5O2PS (wB97M-V/def2-TZVPD).

XYZ file:
```
83
Properties=species:S:1:pos:R:3:lowdin_spin:R:1
N 0.36 1.67 1.09 0.001
C -2.87 1.59 2.50 0.000
C -4.91 -1.18 -3.92 0.000
H -2.40 -3.41 -4.36 0.000
H -3.89 1.58 2.10 0.000
N -3.43 3.11 -1.56 0.024
C -0.60 -3.62 -2.33 0.000
H -5.34 4.05 -1.90 0.002
H -2.54 2.98 -5.68 0.000
H -2.70 -0.18 -1.56 0.003
H -4.93 0.39 -2.46 0.000
S -0.93 1.98 -1.90 0.329
H 3.72 -0.11 2.65 0.000
H -5.26 -0.93 -0.36 0.000
N -2.84 2.85 -3.62 0.030
H -1.18 5.47 1.52 -0.001
H 4.25 -2.46 1.97 0.000
C -2.95 -2.58 -3.93 0.000
P -1.97 -0.86 1.42 -0.001
H -2.88 2.20 3.40 0.000
H -0.12 6.78 -2.43 -0.001
H -5.88 -0.92 -4.32 0.000
H -3.38 3.13 -0.55 0.000
H 1.94 4.16 2.09 0.000
C -1.86 -3.13 3.08 0.000
H -4.60 3.69 -4.52 0.001
C -2.38 0.18 2.83 0.000
H -1.30 7.13 -0.29 0.006
C 0.66 3.87 -0.85 0.159
C -2.39 -1.84 -2.89 0.002
H -4.62 -2.83 -5.25 0.000
C 3.08 -0.66 1.97 0.000
H -4.06 0.35 -0.28 0.000
H 1.37 3.05 -0.94 0.003
C 0.48 -2.37 -0.83 0.000
O 2.07 2.11 2.45 0.001
C 3.37 -1.97 1.58 0.000
C -0.75 6.22 -0.45 0.145
C -4.08 3.44 -3.61 0.035
H -2.23 2.07 1.76 0.000
C -1.05 -2.26 2.10 0.000
C -3.11 -0.77 -2.38 0.005
H -1.20 -3.89 3.50 0.000
C -4.45 3.62 -2.32 0.044
H -1.48 0.21 3.45 0.000
H 1.16 4.69 -2.79 0.001
C 1.44 1.29 1.68 0.001
C 0.09 3.08 1.52 0.005
C -0.01 4.08 0.38 0.076
H -3.23 -2.18 -0.09 0.000
C 1.95 -0.07 1.45 0.000
N -0.36 -1.51 -1.29 0.001
H -1.39 -4.22 -1.90 0.000
C -0.69 5.25 0.57 0.012
C -4.52 -0.46 0.28 0.000
C -0.96 -2.14 -2.53 0.000
C 1.44 -1.96 0.21 0.000
H 1.01 3.59 3.48 0.000
C 0.61 4.85 -1.87 0.073
O 0.51 -3.56 -1.33 0.000
H -0.17 -1.84 2.60 0.000
C -4.20 -2.25 -4.44 0.002
Ir -0.59 0.18 -0.10 0.015
H -0.36 -1.75 -3.35 0.000
C -2.08 2.48 -4.83 0.003
H -3.91 -2.13 1.54 0.000
H -0.69 -2.87 1.27 0.000
C -3.50 -1.52 0.74 0.000
C 1.29 3.38 2.46 0.006
H 2.75 -3.64 0.35 0.000
H -0.84 3.09 2.08 0.001
H -1.05 2.80 -4.73 0.001
C 2.54 -2.63 0.68 0.000
C -2.44 2.64 -2.35 0.003
H -2.68 -3.65 2.59 0.000
H -3.15 -0.37 3.38 0.000
H -5.05 -0.04 1.14 0.000
N 1.15 -0.72 0.60 0.000
H -0.21 -4.09 -3.22 0.000
H -2.12 1.40 -4.98 0.001
C -4.37 -0.44 -2.88 0.001
C -0.10 6.01 -1.67 0.009
H -2.25 -2.55 3.92 0.000
```

Its charge is +4. The calculation puts the orbital gap (spin up / spin down) at 5.76 / 4.95 eV. Its spin multiplicity is 2. The expectation value of S² is 0.77.

How do the records compare in strongest force on any atom? In the order shown, they have 5.4; 1.8; 3.2 eV Å⁻¹.